Entry from OMol25: a cluster of 2 separate species, C2H2ClF2I in total (ωB97M-V/def2-TZVPD).

Properties
E = -1034.86850 Ha
Energy above the lowest of the compared OMol25 structures with the same formula, charge and spin = 91.76 kcal per mole
LUMO level (alpha / beta) = -1.0 / 0.1 eV
HOMO level (alpha / beta) = -8.3720 / -8.8056 eV
Gap between HOMO and LUMO (alpha / beta) = 7.4 / 8.9 eV

Cartesian coordinates (Å):
C1 -1.6702 0.7248 0.2186
C2 1.2751 -0.7645 -0.3499
F1 -1.0939 1.7523 0.8079
F2 1.4516 -1.2882 -1.5678
Cl1 1.2015 -1.9854 0.8604
I1 2.5509 0.8780 0.0224
H1 -1.6177 0.7025 -0.8531
H2 -2.0973 -0.0194 0.8614

=====

Entry from OMol25: a cluster of 2 separate species, C4H12N2 in total (ωB97M-V/def2-TZVPD).

Properties
SMILES = C=NC.CNC
E = -269.05169 Ha
Energy above the lowest of the compared OMol25 structures with the same formula, charge and spin = 40.57 kcal per mole
LUMO level = 0.9 eV
HOMO level = -8.8892 eV
Gap between HOMO and LUMO = 9.8 eV

Cartesian coordinates (Å):
C1 2.3820 -0.4002 -0.7536
N1 1.0268 -0.5879 -1.1487
C2 0.8305 -1.4952 -2.2824
H1 2.8407 -1.3291 -0.3767
H2 3.1082 -0.0649 -1.5179
H3 2.4810 0.3188 0.0572
H4 0.6073 0.3088 -1.3475
H5 0.0524 -1.1019 -2.9332
H6 0.5027 -2.4816 -1.9358
H7 1.7621 -1.6239 -2.8476
C3 -1.9318 1.4627 0.6222
C4 -1.0221 0.2096 2.3442
N2 -1.8250 1.1169 2.0335
H8 -2.7452 0.9010 0.1723
H9 -1.0135 1.2197 0.0724
H10 -2.1252 2.5269 0.5729
H11 -0.9163 -0.1023 3.3822
H12 -0.3824 -0.3046 1.6155

=====

Entry from OMol25: an isolated molecule of C9H7Br2OP (ωB97M-V/def2-TZVPD).

Properties
E = -5911.71312 Ha
Energy above the lowest of the compared OMol25 structures with the same formula, charge and spin = 0.00 kcal per mole
LUMO level = -0.2 eV
HOMO level = -9.0324 eV
Gap between HOMO and LUMO = 8.9 eV

Cartesian coordinates (Å):
C1 1.0976 -2.7760 -0.6434
C2 2.2561 -1.9808 -0.8338
C3 -0.1065 -2.2595 -0.1843
C4 2.2033 -0.5758 -0.6494
C5 -0.0821 -0.8684 -0.0407
C6 0.9859 -0.0435 -0.2884
C7 -1.2954 0.6768 0.5760
C8 -0.3684 1.6224 0.5388
C9 -0.4729 3.1484 0.8162
O1 0.8947 1.2752 0.0257
P1 -3.0360 0.8618 0.7021
Br1 -3.8148 -1.2232 1.1389
Br2 -3.4809 0.8421 -1.4722
H1 1.1405 -3.8741 -0.6510
H2 3.2528 -2.3102 -1.0713
H3 -1.0171 -2.7968 0.2925
H4 3.0901 -0.0698 -0.7100
H5 -1.4626 3.4458 0.5476
H6 -0.1093 3.4753 1.7675
H7 0.3248 3.4303 0.1395

=====

Entry from OMol25: a structure of composition C12H13BN8Pd (ωB97M-V/def2-TZVPD).

Properties
Multiplicity = 4
E = -1055.53901 Ha
LUMO level (alpha / beta) = -2.3 / -6.4 eV
HOMO level (alpha / beta) = -12.1433 / -12.1389 eV
Net charge = +1
Gap between HOMO and LUMO (alpha / beta) = 9.9 / 5.8 eV

Cartesian coordinates (Å):
Pd1 0.0048 0.0365 2.6512
C1 -1.6979 3.3110 0.5056
C2 -1.5443 2.8517 1.7893
N1 -0.9308 1.6555 1.7554
N2 -0.6861 1.3259 0.4891
C3 -1.1497 2.3335 -0.2914
B1 0.0254 0.0067 -0.0410
N3 1.5350 -0.0707 0.4692
C4 2.6727 -0.3287 -0.2231
C5 3.7460 -0.3328 0.6387
C6 3.2115 -0.0986 1.8763
N4 1.8813 0.0365 1.7535
N5 -0.7065 -1.2894 0.4807
C7 -1.1686 -2.3187 -0.2700
C8 -1.7124 -3.2718 0.5587
C9 -1.5478 -2.7757 1.8280
N6 -0.9308 -1.5825 1.7554
N7 -0.1468 0.0459 -1.6112
C10 0.7055 0.3116 -2.6335
C11 0.0062 0.2742 -3.8214
C12 -1.2912 0.0084 -3.4673
N8 -1.3599 -0.1060 -2.1325
H1 -2.1495 4.2417 0.1895
H2 -1.8562 3.3552 2.6943
H3 -1.0970 2.3810 -1.3701
H4 2.7762 -0.5414 -1.2641
H5 4.7858 -0.5049 0.3957
H6 3.7504 -0.0433 2.8125
H7 -1.1115 -2.4051 -1.3449
H8 -2.1622 -4.2130 0.2724
H9 -1.8496 -3.2549 2.7494
H10 1.7443 0.5608 -2.5846
H11 0.3881 0.4437 -4.8188
H12 -2.1385 -0.0799 -4.1327
H13 0.0048 0.0365 4.3430